1.
Computed, not measured: a gas-phase ion, C4H8NO (charge +1) in a non-equilibrium geometry, with ωB97M-V/def2-TZVPD.

```
14
Properties=species:S:1:pos:R:3:forces:R:3
C -0.723582 -0.283114 1.578210 -0.125 3.161 -2.646
C -0.955469 0.039380 0.235357 -0.354 -0.140 3.232
C -2.172381 0.322834 -0.640982 0.565 -3.138 0.505
C 2.404297 -0.125446 -0.466952 2.889 2.952 -0.342
N 1.265597 -0.188021 0.277389 0.391 -0.133 -0.457
O 0.282328 0.182824 -0.417934 0.474 0.229 0.117
H -1.503578 -0.255338 2.295608 -0.585 -0.583 0.480
H 0.326920 0.037333 1.827377 -1.823 -1.165 0.862
H -2.261971 -0.760047 -1.111067 -0.441 2.377 0.155
H -2.008031 1.123696 -1.387320 -0.143 -0.591 0.515
H -3.062731 0.454736 0.027995 0.898 0.136 -0.798
H 2.602266 -1.095596 -0.637219 0.551 -4.229 -1.041
H 3.491246 0.131152 -0.243463 -1.502 0.206 1.792
H 2.315091 0.415605 -1.337001 -0.793 0.919 -2.373
```
Forces are in eV/Å.

The value obtained for the HOMO energy (spin up / spin down) is -14.8 / -14.4 eV. As for the energy above the lowest of the compared OMol25 structures with the same formula, charge and spin: 614.1 kJ/mol. As for the net charge: +1. Its HOMO-LUMO gap (spin up / spin down) is 7.8 / 6.9 eV.



2.
Computed, not measured: a gas-phase ion, C4H8NO (charge +1) in a non-equilibrium geometry, with ωB97M-V/def2-TZVPD.

```
14
Properties=species:S:1:pos:R:3:forces:R:3
C 0.594434 0.464862 1.594046 1.469 -0.818 2.826
N 0.301900 0.065560 0.257130 -1.277 0.461 -0.371
C 1.290220 0.176821 -0.766029 0.907 3.181 -4.130
C -0.856031 -0.346174 -0.100835 -0.341 1.455 0.732
C -1.879631 -0.663133 -1.015391 -0.645 2.212 -2.720
O -2.063839 -0.424274 0.399905 0.732 0.358 1.293
H -0.174251 0.141126 2.286826 -0.468 0.430 -0.168
H 1.462011 -0.084846 1.979296 -0.018 -0.592 -0.535
H 0.996317 1.454651 1.842846 -1.009 0.430 -1.108
H 1.721850 -0.761177 -0.989966 0.845 -0.883 0.085
H 0.823228 0.551326 -1.805756 0.537 -1.017 2.366
H 2.069078 1.024638 -0.656301 -1.262 -1.664 0.735
H -2.341033 0.066252 -1.807428 1.004 -1.205 1.888
H -1.944254 -1.665632 -1.218344 -0.476 -2.347 -0.890
```
Forces are in eV/Å.

The value obtained for the HOMO energy is -16.0 eV. Its SMILES is C[N+](C)=C1CO1. As for the energy above the lowest of the compared OMol25 structures with the same formula, charge and spin: 247.3 kJ/mol. As for the net charge: +1. Its HOMO-LUMO gap is 11.8 eV.



3.
Computed, not measured: 2 unconnected molecules or ions with the total composition C4H8NO in a non-equilibrium geometry, with ωB97M-V/def2-TZVPD.

```
14
Properties=species:S:1:pos:R:3:forces:R:3
C 0.205626 1.271537 -0.363359 -0.829 -3.341 2.071
C -0.790647 0.560082 0.390445 -4.442 -1.355 0.117
C -2.565512 -0.306672 -0.344719 5.038 0.192 1.525
C 1.719544 -0.776752 0.144744 1.095 -1.057 -1.577
N 0.618869 0.177935 0.127243 -1.215 0.404 -0.780
O 2.815056 -0.126029 -0.319545 2.528 2.926 1.644
H 0.413970 2.067016 -0.944505 1.222 2.443 -1.940
H -1.122861 0.871141 1.387856 0.839 -0.029 -0.171
H -3.247904 0.453558 -0.119310 -0.871 1.059 -0.662
H -2.689113 -1.201558 0.193469 -0.286 -0.701 1.699
H -2.113475 -0.725525 -1.198489 -0.448 0.813 -2.100
H 1.901967 -1.055023 1.135076 -0.493 -0.783 1.753
H 1.628475 -1.722460 -0.519666 -0.804 1.706 0.998
H 3.226005 0.512754 0.430762 -1.334 -2.276 -2.577
```
Forces are in eV/Å.

The value obtained for the HOMO energy is -14.5 eV. As for the energy above the lowest of the compared OMol25 structures with the same formula, charge and spin: 540.8 kJ/mol. As for the net charge: +1. Its HOMO-LUMO gap is 9.4 eV.



4.
Computed, not measured: a gas-phase ion, C4H8NO (charge +1) in a non-equilibrium geometry, with ωB97M-V/def2-TZVPD.

```
14
Properties=species:S:1:pos:R:3:forces:R:3
C 1.499362 1.011210 0.217893 -3.191 -2.358 1.751
C 0.839636 -0.273886 -0.438606 -0.850 2.708 -0.093
O 1.262648 -1.515701 -0.105222 -0.054 -0.621 -0.592
N -0.637294 -0.196174 -0.052634 -1.245 -0.903 0.170
C -1.543766 -0.875598 0.471792 -0.896 0.585 -0.532
C -2.095496 0.285979 -0.305630 0.476 -1.796 -1.572
H 0.863502 1.348945 1.111348 1.089 -0.410 -1.289
H 2.401326 0.632277 0.561381 2.092 0.066 0.640
H 1.546455 1.745297 -0.507630 0.468 1.594 -1.197
H 0.653658 0.014210 -1.530825 1.072 -1.456 0.936
H 1.963464 -1.703366 0.554349 -0.518 1.114 -0.435
H -1.831671 -1.732403 1.085827 0.632 0.116 -0.319
H -2.588485 0.152264 -1.371563 1.292 0.198 2.400
H -2.333333 1.106951 0.309514 -0.366 1.164 0.132
```
Forces are in eV/Å.

The value obtained for the HOMO energy is -15.9 eV. Its SMILES is C[C@@H](O)[N+]1=CC1. As for the energy above the lowest of the compared OMol25 structures with the same formula, charge and spin: 316.8 kJ/mol. As for the net charge: +1. Its HOMO-LUMO gap is 11.3 eV.



no.,molar mass (g/mol)
1,86.1
2,86.1
3,86.1
4,86.1